C3H7NO2 in the gas phase. Source: OMol25; level of theory: the ωB97M-V functional and the def2-TZVPD basis.

Output
E in Eh: -323.67071
Kohn-Sham gap in Eh: 0.3469
Largest force on an atom in eV Å⁻¹: 0.474
Net charge: 0

Positions of all 13 atoms, in Å:
O (0.487, -0.269, -1.688)
C (1.199, 0.553, -0.776)
C (0.478, 0.736, 0.547)
O (0.633, -0.400, 1.414)
C (-0.182, -1.465, 1.461)
N (-1.115, -1.488, 0.498)
H (0.678, -1.190, -1.472)
H (2.204, 0.155, -0.578)
H (1.313, 1.528, -1.260)
H (0.926, 1.567, 1.100)
H (-0.581, 0.971, 0.379)
H (-1.771, -2.251, 0.548)
H (-1.217, -0.847, -0.287)

---

3 unconnected molecules or ions with the total composition C22H21F3N4O6S. Source: OMol25; level of theory: the ωB97M-V functional and the def2-TZVPD basis.

Output
E in Eh: -2218.79502
Kohn-Sham gap in Eh: 0.2500
Largest force on an atom in eV Å⁻¹: 2.013
Net charge: 0

Positions of all 57 atoms, in Å:
C (1.159, 3.542, -1.580)
O (0.175, 2.566, -1.234)
C (-0.334, 1.972, -2.399)
C (-1.345, 0.885, -2.072)
C (-1.846, 0.323, -3.337)
N (-2.282, -0.171, -4.287)
C (-2.548, 1.338, -1.219)
C (-3.075, 2.761, -1.527)
C (-4.569, 2.788, -1.623)
F (-5.227, 3.628, -0.769)
C (-5.356, 2.003, -2.435)
F (-5.544, 2.217, -3.718)
F (-6.030, 0.945, -2.030)
C (-0.672, -0.311, -1.324)
O (-0.235, 0.076, -0.071)
S (-1.852, -1.715, -1.014)
C (0.448, -0.880, -2.127)
N (1.217, -1.245, -2.919)
H (2.122, 3.228, -1.180)
H (0.896, 4.508, -1.157)
H (1.277, 3.638, -2.659)
H (-0.759, 2.733, -3.058)
H (0.491, 1.507, -2.954)
H (-3.355, 0.641, -1.416)
H (-2.358, 1.266, -0.154)
H (-2.608, 3.237, -2.390)
H (-2.846, 3.386, -0.665)
H (-0.094, -0.754, 0.418)
H (-1.973, -2.336, -2.205)
O (5.087, 2.617, 1.300)
N (4.562, 2.203, 0.292)
O (3.811, 2.852, -0.413)
C (4.832, 0.818, -0.112)
C (5.650, 0.031, 0.678)
C (5.880, -1.283, 0.305)
C (5.295, -1.792, -0.848)
C (4.483, -0.986, -1.635)
C (4.248, 0.328, -1.267)
H (6.104, 0.426, 1.575)
H (6.512, -1.913, 0.915)
H (5.471, -2.821, -1.133)
H (4.028, -1.382, -2.532)
H (3.612, 0.953, -1.877)
O (-0.434, -2.410, 1.338)
N (-0.075, -2.343, 2.509)
O (1.013, -1.959, 2.866)
C (-1.035, -2.758, 3.533)
C (-2.274, -3.231, 3.139)
C (-3.173, -3.642, 4.108)
C (-2.827, -3.574, 5.451)
C (-1.582, -3.087, 5.830)
C (-0.676, -2.676, 4.866)
H (-2.543, -3.283, 2.094)
H (-4.143, -4.020, 3.817)
H (-3.529, -3.901, 6.206)
H (-1.316, -3.032, 6.876)
H (0.293, -2.301, 5.160)